No. 1
# C22H26BrNO5S

A single C22H26BrNO5S molecule (ωB97M-V with the def2-TZVPD basis set, the OMol25 dataset).

```
! RIJCOSX wB97M-V def2-TZVPD def2/J DEFGRID3
* xyz 0 1
C -0.2011 -2.8395 -2.9619
C 0.6051 -3.1069 -1.9537
C 0.8480 -2.2244 -0.7616
N -0.1570 -1.1836 -0.6044
C 0.1332 0.0978 -1.0092
O 1.1538 0.4265 -1.5535
O -0.8820 0.8877 -0.6605
C -1.0741 2.1787 -1.3162
C 0.0219 3.1524 -0.8935
H 0.9955 2.7654 -1.1803
H -0.1388 4.1117 -1.3778
H 0.0012 3.2919 0.1849
C -1.1006 1.9787 -2.8293
H -1.4226 2.8952 -3.3159
H -1.7986 1.1800 -3.0733
H -0.1131 1.7105 -3.1959
C -2.4423 2.6406 -0.8160
H -2.6652 3.6283 -1.2086
H -2.4506 2.6797 0.2711
H -3.2088 1.9467 -1.1494
S -1.8172 -1.5397 -0.4802
O -2.4820 -1.0139 -1.6300
O -1.9416 -2.9399 -0.2251
C -2.2995 -0.6718 1.0187
C -1.3643 -0.5523 2.0307
C -1.6939 0.1054 3.2038
C -2.9637 0.6390 3.3656
C -3.9113 0.4930 2.3695
C -3.5761 -0.1734 1.1965
Br -4.9099 -0.4107 -0.1107
H -4.9102 0.8826 2.4891
H -3.2239 1.1597 4.2745
H -0.9624 0.1977 3.9916
H -0.3875 -0.9883 1.8934
H 1.7949 -1.6840 -0.9102
C 0.9454 -3.0720 0.5217
O 1.2711 -2.3509 1.6818
C 2.6315 -1.9631 1.8135
C 2.9419 -0.6181 1.2033
C 3.8474 -0.4880 0.1597
C 4.1188 0.7562 -0.3815
C 3.4905 1.8819 0.1190
C 2.5867 1.7602 1.1605
C 2.3118 0.5170 1.6975
H 1.6058 0.4181 2.5096
H 2.0980 2.6376 1.5586
H 3.7033 2.8531 -0.3027
H 4.8191 0.8447 -1.1982
H 4.3452 -1.3649 -0.2321
H 3.2844 -2.7372 1.3892
H 2.8048 -1.9168 2.8953
H -0.0300 -3.5236 0.7164
H 1.6854 -3.8676 0.3531
H 1.1891 -4.0177 -1.9460
H -0.3083 -3.5242 -3.7854
H -0.7975 -1.9454 -3.0051
*
```

Summary:
- SMILES: C=C[C@H](COCc1ccccc1)N(C(=O)OC(C)(C)C)S(=O)(=O)c1ccccc1Br
- DFT total energy: -4257.0584 Eh
- Energy relative to the best compared isomer or geometry (same formula, charge and spin): 0.6 kcal per mole
- Molar mass: 496.42 g/mol
- Gap between HOMO and LUMO: 9.91 eV

***

No. 2
# C2H3NO2S2

C2H3NO2S2 as an isolated structure in a non-equilibrium geometry (ωB97M-V with the def2-TZVPD basis set, the OMol25 dataset).

```
! RIJCOSX wB97M-V def2-TZVPD def2/J DEFGRID3
* xyz 0 1
C 0.2076 -0.1984 -0.1083
C 1.6859 0.0124 -0.0811
N -0.5376 0.7631 -0.4415
O -2.6046 1.4602 0.8428
O -2.3469 -0.9094 -0.0805
S -0.4173 -1.7873 0.3228
S -2.2842 0.6031 -0.3081
H 2.0588 -0.9351 0.3111
H 2.0076 0.9746 0.6147
H 2.2307 0.0169 -1.0720
*
```

Summary:
- DFT total energy: -1079.5009 Eh
- Energy relative to the best compared isomer or geometry (same formula, charge and spin): 75.2 kcal per mole
- Molar mass: 137.19 g/mol
- Gap between HOMO and LUMO (spin up / spin down): 6.82 / 6.81 eV

***

No. 3
# C19H35BrNO17PSi2

C19H35BrNO17PSi2 as an isolated structure in a non-equilibrium geometry (ωB97M-V with the def2-TZVPD basis set, the OMol25 dataset).

```
! RIJCOSX wB97M-V def2-TZVPD def2/J DEFGRID3
* xyz 0 1
N 2.6570 1.4447 2.5305
C 2.0746 2.0501 1.3239
C 2.7489 3.3448 0.8593
C 2.6689 4.5194 1.8614
C 1.3413 4.6356 2.6472
Si -0.1653 5.0055 1.6095
O -1.0587 3.6464 1.2141
Si -1.9008 2.7626 2.3062
P -1.7320 0.6266 1.5128
O -1.3129 -0.2002 2.8554
Br -3.9306 0.2673 1.3024
H 2.8985 2.1352 3.2361
H 3.4851 0.8974 2.3105
H 0.9958 2.2002 1.4860
H 2.1518 1.3083 0.5149
H 2.3403 3.6531 -0.1212
H 3.8153 3.1054 0.6866
H 2.8645 5.4675 1.3283
H 3.4980 4.4123 2.5868
H 1.4185 5.4935 3.3435
H 1.1889 3.7448 3.2861
H 0.2075 5.6527 0.3380
H -1.0815 5.8869 2.3751
H -3.2963 3.2375 2.3708
H -1.3051 2.8227 3.6697
H -1.3921 0.3185 3.6768
C -2.2595 1.7166 -1.7888
C -0.8198 2.1613 -1.9466
O -0.4036 1.3545 -3.0598
C -1.4924 1.0358 -3.8013
O -1.4456 0.5113 -4.8728
O -2.6200 1.3428 -3.1269
H -2.9368 2.4857 -1.4264
H -2.3193 0.8415 -1.1425
H -0.7043 3.2172 -2.1955
H -0.2090 1.9244 -1.0798
C 2.3366 1.8560 -4.4376
C 3.1938 0.6938 -4.9004
O 4.2920 1.3610 -5.5386
C 4.3814 2.6173 -5.0455
O 5.2792 3.3743 -5.2595
O 3.3059 2.8992 -4.2694
H 1.8332 1.6418 -3.5028
H 1.6055 2.1715 -5.1840
H 3.5175 0.1263 -4.0283
H 2.6962 0.0324 -5.6045
C -0.2217 -1.6542 -1.9262
C 0.4129 -3.0212 -2.1064
O 1.7562 -2.6826 -2.4926
C 2.0381 -1.4455 -2.0427
O 3.1230 -0.9344 -2.0624
O 0.9181 -0.8495 -1.5724
H -0.9702 -1.6092 -1.1407
H -0.6426 -1.2675 -2.8536
H 0.4519 -3.5890 -1.1765
H -0.0503 -3.6231 -2.8821
C -1.1625 -4.0226 5.0493
C -1.0576 -3.3468 3.6920
O -0.3966 -4.3519 2.9122
C -0.6167 -5.5597 3.4805
O -0.3504 -6.6083 2.9789
O -1.1986 -5.4093 4.6954
H -2.0595 -3.7612 5.6043
H -0.2847 -3.8455 5.6727
H -2.0332 -3.1451 3.2455
H -0.4748 -2.4314 3.6987
C -4.2079 -5.0930 0.4965
C -3.1257 -5.7586 -0.3381
O -2.4294 -4.6275 -0.8747
C -2.6433 -3.5647 -0.0723
O -2.0768 -2.5180 -0.1656
O -3.5942 -3.8467 0.8463
H -4.4696 -5.6401 1.3973
H -5.1099 -4.8822 -0.0788
H -2.4267 -6.3435 0.2644
H -3.5081 -6.3721 -1.1487
*
```

Summary:
- DFT total energy: -5573.3413 Eh
- Molar mass: 716.53 g/mol
- Gap between HOMO and LUMO: 9.15 eV

***

No. 4
# C3H3NO

A 2-piece molecular cluster, C3H3NO overall in a non-equilibrium geometry (ωB97M-V with the def2-TZVPD basis set, the OMol25 dataset).

```
! RIJCOSX wB97M-V def2-TZVPD def2/J DEFGRID3
* xyz 0 1
C -2.1150 1.7378 0.8868
C -1.4854 0.7619 0.5460
C 0.8147 -0.0639 -0.1991
N 0.4469 -0.9086 0.6575
O -0.6792 -1.0683 1.1431
H -2.4679 2.7380 0.9506
H -0.0266 0.7486 -0.4457
H 1.7810 -0.0199 -0.5719
*
```

Summary:
- DFT total energy: -245.8156 Eh
- Energy relative to the best compared isomer or geometry (same formula, charge and spin): 173.1 kcal per mole
- Molar mass: 69.06 g/mol
- Gap between HOMO and LUMO (spin up / spin down): 8.46 / 8.46 eV

***

No. 5
# C11H8FO2

An isolated ion of composition C11H8FO2 and charge -1 in a non-equilibrium geometry (ωB97M-V with the def2-TZVPD basis set, the OMol25 dataset).

```
! RIJCOSX wB97M-V def2-TZVPD def2/J DEFGRID3
* xyz -1 1
C -3.0031 -0.0817 -0.9305
C -2.4443 1.1508 -1.2128
C -2.2683 -0.9898 -0.2373
C -1.1915 1.5846 -0.8289
C -0.9479 -0.6544 0.1342
C -0.5052 0.6732 -0.0209
C 3.6854 0.2003 -0.0431
C 0.1256 -1.4188 1.0232
C 0.6326 0.9155 0.7913
C 1.2706 -0.4580 1.1225
C 2.1449 -0.3383 -0.0726
O 4.0943 0.6186 -1.1343
O 4.2033 0.1307 1.0945
F 1.5534 -0.6687 -1.2682
H -4.0604 -0.3238 -1.0709
H -3.0403 1.8849 -1.7594
H -2.7098 -1.8866 0.1451
H -0.5401 2.3317 -1.2820
H -0.3734 -1.7537 1.9917
H 0.5309 -2.3507 0.5658
H 1.0952 1.9916 0.9208
H 1.7479 -0.5575 2.0718
*
```

Summary:
- DFT total energy: -674.2702 Eh
- Energy relative to the best compared isomer or geometry (same formula, charge and spin): 0.0 kcal per mole
- Molar mass: 191.18 g/mol
- Gap between HOMO and LUMO (spin up / spin down): 6.87 / 6.87 eV

***

No. 6
# C5H8O

A single C5H8O molecule (ωB97M-V with the def2-TZVPD basis set, the OMol25 dataset).

```
! RIJCOSX wB97M-V def2-TZVPD def2/J DEFGRID3
* xyz 0 1
C -1.6059 -0.3208 -0.1752
C -1.2293 1.0980 -0.4671
C -0.3338 0.2480 0.3959
C 0.9887 -0.1720 -0.1537
C 2.2382 0.1392 0.5786
O 1.5006 -1.4590 0.3595
H -1.5149 -1.0475 -0.9786
H -2.4299 -0.5062 0.5078
H -1.7838 1.8959 0.0175
H -0.8852 1.3391 -1.4700
H -0.3123 0.4842 1.4588
H 0.9742 -0.2870 -1.2431
H 3.0668 0.0469 -0.1406
H 1.3265 -1.4588 1.3102
*
```

Summary:
- DFT total energy: -270.3740 Eh
- Energy relative to the best compared isomer or geometry (same formula, charge and spin): 115.4 kcal per mole
- Molar mass: 84.12 g/mol
- Gap between HOMO and LUMO: 9.33 eV